Run i
Entry from OMol25: 4 unconnected molecules or ions with the total composition C32H68F5I2N6O5 (ωB97M-V/def2-TZVPD).

Geometry (Å):
C (0.4053, -3.0713, 3.7110)
C (-0.0769, -1.6962, 3.2411)
C (-1.1675, -1.7846, 2.1766)
O (-0.6873, -1.6809, 0.8258)
C (-0.5301, -0.3799, 0.3948)
N (-1.9078, 0.1183, 0.0391)
C (-1.8916, 0.2636, -1.3007)
N (-2.9179, 0.0922, -2.0812)
N (-0.6162, 0.5892, -1.8181)
O (-0.4918, 1.9315, -1.3035)
C (-0.8929, 2.8540, -2.3394)
C (-1.5865, 4.0705, -1.7358)
C (-2.9478, 3.7038, -1.1185)
C (-0.7095, 4.9201, -0.7962)
C (-0.4738, 4.3345, 0.6087)
C (0.6161, 5.2808, -1.4614)
C (0.2843, -0.3322, -0.9815)
C (1.6920, 0.2901, -1.0098)
C (2.2284, 0.8938, 0.2947)
C (3.7695, 0.7876, 0.3810)
C (4.5252, 1.9855, -0.1298)
F (4.0719, 2.3502, -1.3693)
F (5.8421, 1.6730, -0.2591)
C (4.4456, 3.2530, 0.7901)
F (5.6283, 3.8597, 0.9168)
F (4.0159, 2.9115, 2.0155)
F (3.5620, 4.1312, 0.2954)
C (0.2016, -1.7238, -1.6901)
I (-0.0851, -1.5689, -3.8390)
C (1.3583, -2.7619, -1.4989)
C (2.5028, -2.7538, -2.5274)
I (2.2918, -2.8099, 0.4476)
H (1.3760, -3.0251, 4.2026)
H (0.4512, -3.7794, 2.8835)
H (-0.3180, -3.4633, 4.4274)
H (0.7538, -1.0729, 2.9057)
H (-0.5172, -1.1799, 4.0991)
H (-1.6572, -2.7580, 2.2336)
H (-1.9446, -1.0358, 2.3567)
H (-0.1614, 0.2360, 1.2147)
H (-2.2847, 0.9014, 0.5581)
H (-2.8764, 0.3849, -3.0468)
H (-3.7719, -0.3262, -1.7430)
H (-0.0236, 3.1324, -2.9396)
H (-1.5903, 2.3563, -3.0174)
H (-1.7824, 4.7163, -2.5988)
H (-3.0193, 3.9942, -0.0694)
H (-3.1654, 2.6344, -1.1688)
H (-3.7672, 4.2105, -1.6307)
H (-1.2540, 5.8625, -0.6760)
H (-1.1354, 3.4951, 0.8333)
H (-0.6283, 5.0830, 1.3863)
H (0.5458, 3.9555, 0.6993)
H (1.1687, 5.9942, -0.8550)
H (1.2434, 4.3928, -1.5773)
H (0.4522, 5.6864, -2.4619)
H (2.3761, -0.5185, -1.2572)
H (1.7563, 0.9946, -1.8390)
H (1.9294, 1.9382, 0.3965)
H (1.8529, 0.3316, 1.1488)
H (4.0621, 0.6350, 1.4199)
H (4.1325, -0.0804, -0.1710)
H (-0.7163, -2.2113, -1.3733)
H (0.8696, -3.7323, -1.5683)
H (2.7922, -1.7539, -2.8420)
H (3.3846, -3.2207, -2.0908)
H (2.2307, -3.3563, -3.3920)
C (3.5787, 5.7878, 3.4165)
C (4.2901, 6.8267, 4.2756)
C (4.2175, 6.5428, 5.7809)
O (2.9693, 6.8327, 6.3768)
C (1.9908, 5.8208, 6.2760)
N (3.7797, 8.1535, 3.9249)
H (2.4955, 5.9162, 3.4520)
H (3.8804, 5.8937, 2.3750)
H (3.8141, 4.7732, 3.7395)
H (5.3514, 6.8048, 4.0104)
H (4.9366, 7.1926, 6.2846)
H (4.5059, 5.5051, 5.9973)
H (2.4434, 4.8251, 6.3292)
H (1.4101, 5.8992, 5.3521)
H (1.3105, 5.9412, 7.1181)
H (4.3250, 8.8674, 4.3977)
H (2.8459, 8.2438, 4.3150)
C (-3.5913, -7.9942, 3.7582)
C (-3.7647, -6.6503, 3.0597)
C (-2.5331, -5.7405, 3.1513)
O (-2.3479, -5.1091, 4.4025)
C (-1.6915, -5.8936, 5.3846)
N (-4.9819, -6.0084, 3.5584)
H (-3.6667, -7.8953, 4.8409)
H (-4.3747, -8.6805, 3.4415)
H (-2.6263, -8.4455, 3.5208)
H (-3.9160, -6.8489, 1.9938)
H (-2.6645, -4.9257, 2.4312)
H (-1.6226, -6.2854, 2.8665)
H (-0.9337, -6.5399, 4.9326)
H (-2.3930, -6.5060, 5.9538)
H (-1.2021, -5.2076, 6.0755)
H (-5.1766, -5.1690, 3.0217)
H (-4.8059, -5.6787, 4.5030)
C (-1.0459, -4.6247, -7.4577)
C (-1.6296, -3.3415, -6.8785)
C (-3.1042, -3.1103, -7.2290)
O (-3.3347, -2.6606, -8.5440)
C (-3.4001, -3.6687, -9.5381)
N (-0.7776, -2.2133, -7.2765)
H (-0.8458, -4.5281, -8.5244)
H (-0.0993, -4.8571, -6.9712)
H (-1.7213, -5.4690, -7.3109)
H (-1.5848, -3.4236, -5.7877)
H (-3.4849, -2.3129, -6.5822)
H (-3.6983, -4.0108, -7.0228)
H (-3.8606, -4.5802, -9.1460)
H (-2.4145, -3.9107, -9.9419)
H (-4.0174, -3.2839, -10.3477)
H (-1.1022, -1.3632, -6.8222)
H (-0.9537, -2.0416, -8.2630)

Its HOMO-LUMO gap is 6.72 eV. As for the multiplicity: 1. Its total charge is +1. Its HOMO energy is -10.538 eV. The value obtained for the LUMO energy is -0.1402 hartree.

Run ii
Entry from OMol25: 4 unconnected molecules or ions with the total composition C32H68F5I2N6O5 (ωB97M-V/def2-TZVPD).

Geometry (Å):
C (-0.6363, 2.9868, 4.2829)
C (-0.6975, 1.5910, 3.4824)
C (0.6583, 1.4138, 2.6576)
O (0.5696, 1.7750, 1.2637)
C (0.2011, 0.6528, 0.4420)
N (1.5261, -0.0930, 0.3288)
C (1.9036, 0.0573, -1.0554)
N (3.0820, 0.2112, -1.6296)
N (0.5857, -0.0599, -1.7661)
O (0.3243, -1.3985, -1.4790)
C (0.8610, -2.2663, -2.5062)
C (1.3516, -3.6609, -1.8562)
C (2.6838, -3.5117, -0.9851)
C (0.1673, -4.4309, -1.0941)
C (-0.1490, -3.8766, 0.3703)
C (-1.1533, -4.5245, -2.0109)
C (-0.3373, 0.9138, -1.0442)
C (-1.7659, 0.3735, -1.5040)
C (-2.6024, -0.3867, -0.3803)
C (-4.1815, -0.1493, -0.6875)
C (-4.8138, -1.3071, -1.5559)
F (-4.0608, -1.4586, -2.7564)
F (-6.1053, -0.9003, -1.9970)
C (-4.9975, -2.6821, -0.7629)
F (-6.2542, -3.2115, -1.0035)
F (-4.8480, -2.5426, 0.6534)
F (-3.9482, -3.5261, -1.1672)
C (0.1819, 2.3295, -1.5792)
I (0.7995, 2.2743, -3.7079)
C (-0.8728, 3.5328, -1.4643)
C (-1.7907, 3.7692, -2.7640)
I (-2.1702, 3.4634, 0.2813)
H (-1.6439, 3.3473, 4.6512)
H (-0.1149, 3.7845, 3.6680)
H (0.0145, 2.7999, 5.2028)
H (-1.6474, 1.4509, 2.8800)
H (-0.7183, 0.7788, 4.2942)
H (1.4157, 2.1378, 3.1225)
H (1.0468, 0.3651, 2.8557)
H (-0.3700, -0.0205, 1.1536)
H (1.5515, -1.0321, 0.7362)
H (3.2405, -0.1766, -2.5736)
H (3.9080, 0.6349, -1.1842)
H (0.0602, -2.4748, -3.3001)
H (1.7556, -1.8511, -3.0669)
H (1.6225, -4.3278, -2.7510)
H (2.5540, -3.8722, 0.0966)
H (3.0863, -2.4525, -0.9123)
H (3.5469, -4.1456, -1.3962)
H (0.5161, -5.5143, -0.9625)
H (0.6254, -3.1361, 0.7683)
H (-0.2252, -4.7099, 1.1521)
H (-1.1304, -3.2931, 0.3042)
H (-1.9471, -5.1558, -1.5113)
H (-1.5562, -3.4554, -2.1345)
H (-0.8598, -4.8664, -3.0502)
H (-2.3868, 1.2931, -1.7935)
H (-1.7327, -0.2554, -2.4612)
H (-2.4666, -1.5169, -0.3754)
H (-2.4526, 0.0573, 0.6648)
H (-4.6937, -0.0906, 0.3366)
H (-4.3839, 0.8561, -1.1796)
H (1.1274, 2.6785, -1.0327)
H (-0.2482, 4.4880, -1.3580)
H (-2.1547, 2.8216, -3.2614)
H (-2.7307, 4.3145, -2.3938)
H (-1.2812, 4.5007, -3.4696)
C (-4.8303, -5.5256, 1.6592)
C (-5.7676, -6.6097, 2.1806)
C (-6.0349, -6.5167, 3.6962)
O (-4.9689, -6.9935, 4.5099)
C (-3.9318, -6.0540, 4.7313)
N (-5.2286, -7.9236, 1.8067)
H (-3.7880, -5.7144, 1.9249)
H (-4.8740, -5.4746, 0.5679)
H (-5.1087, -4.5425, 2.0469)
H (-6.7283, -6.4783, 1.6713)
H (-6.8889, -7.1611, 3.9267)
H (-6.3237, -5.5008, 3.9919)
H (-4.3109, -5.0300, 4.7995)
H (-3.1789, -6.1299, 3.9436)
H (-3.4459, -6.3059, 5.6759)
H (-5.8999, -8.6407, 2.0761)
H (-4.4285, -8.1062, 2.4124)
C (5.0133, 5.1843, 6.1920)
C (4.7353, 4.0850, 5.1723)
C (3.2380, 3.9093, 4.8487)
O (2.4980, 3.2195, 5.8501)
C (2.0721, 4.0345, 6.9313)
N (5.3363, 2.8322, 5.6479)
H (4.7584, 4.8867, 7.2106)
H (6.0756, 5.4407, 6.1927)
H (4.4537, 6.0927, 5.9515)
H (5.2383, 4.3722, 4.2424)
H (3.1597, 3.2898, 3.9485)
H (2.7635, 4.8684, 4.6079)
H (1.8232, 5.0497, 6.6093)
H (2.8368, 4.0585, 7.7096)
H (1.1782, 3.5802, 7.3634)
H (5.2279, 2.1224, 4.9251)
H (4.7540, 2.4868, 6.4108)
C (2.9397, 5.4083, -6.6762)
C (3.1346, 3.9715, -6.2038)
C (4.5812, 3.4618, -6.3600)
O (4.9384, 3.1121, -7.6907)
C (5.3379, 4.2065, -8.5013)
N (2.1778, 3.1055, -6.9076)
H (2.9247, 5.4946, -7.7639)
H (1.9859, 5.8007, -6.3135)
H (3.7319, 6.0575, -6.2931)
H (2.8942, 3.9476, -5.1354)
H (4.6764, 2.5374, -5.7797)
H (5.3044, 4.1697, -5.9375)
H (5.8754, 4.9683, -7.9295)
H (4.4703, 4.6449, -8.9980)
H (6.0029, 3.8245, -9.2777)
H (2.2484, 2.1626, -6.5266)
H (2.5136, 3.0010, -7.8651)

Its HOMO-LUMO gap is 6.23 eV. As for the multiplicity: 1. Its total charge is +1. Its HOMO energy is -10.607 eV. The value obtained for the LUMO energy is -0.1609 hartree.

Most stable pick: run i. Distance to second place: 0.1833 hartree.

Run i
Entry from OMol25: 2 unconnected molecules or ions with the total composition C2H2 (ωB97M-V/def2-TZVPD).

Geometry (Å):
C (1.0534, -1.7966, 0.3729)
C (0.0596, 1.1872, -0.5745)
H (1.7876, -2.0498, -0.4604)
H (0.6250, 0.2122, -0.3058)

Its HOMO-LUMO gap (alpha / beta) is 4.59 / 5.26 eV. As for the multiplicity: 1. Its total charge is 0. Its HOMO energy (alpha / beta) is -7.782 / -8.145 eV. The value obtained for the LUMO energy (alpha / beta) is -0.1171 / -0.1060 hartree.

Run ii
Entry from OMol25: C2H2 in the gas phase (ωB97M-V/def2-TZVPD).

Geometry (Å):
C (-0.6140, -0.1875, -0.0325)
C (0.6059, -0.0574, -0.1399)
H (-1.7477, 0.2592, -0.0253)
H (1.7558, -0.0143, 0.1977)

Its HOMO-LUMO gap is 11.99 eV. As for the multiplicity: 1. Its total charge is 0. Its HOMO energy is -10.599 eV. The value obtained for the LUMO energy is 0.0512 hartree. Its SMILES is C#C.

Run iii
Entry from OMol25: C2H2 in the gas phase (ωB97M-V/def2-TZVPD).

Geometry (Å):
C (-0.2513, -0.1756, -0.5228)
C (0.1699, 0.2057, 0.5271)
H (-0.7026, -0.6106, -1.3356)
H (0.7839, 0.5805, 1.3312)

Its HOMO-LUMO gap is 12.13 eV. As for the multiplicity: 1. Its total charge is 0. Its HOMO energy is -10.797 eV. The value obtained for the LUMO energy is 0.0491 hartree. Its SMILES is C#C.

Most stable pick: run iii. Distance to second place: 0.0314 hartree.

Run i
Entry from OMol25: 2 unconnected molecules or ions with the total composition Br3HNP (ωB97M-V/def2-TZVPD).

Geometry (Å):
N (-1.6591, -0.5039, -1.2575)
P (-0.0466, 0.0371, 0.5830)
Br (1.0390, -1.8186, 0.0125)
Br (1.2155, 0.2282, 2.6129)
Br (1.1281, 1.5622, -0.5301)
H (-1.6768, 0.4951, -1.4208)

Its HOMO-LUMO gap (alpha / beta) is 8.05 / 7.46 eV. As for the multiplicity: 1. Its total charge is 0. Its HOMO energy (alpha / beta) is -9.935 / -10.261 eV. The value obtained for the LUMO energy (alpha / beta) is -0.0691 / -0.1028 hartree.

Run ii
Entry from OMol25: a molecular structure, Br3HNP (ωB97M-V/def2-TZVPD).

Geometry (Å):
N (1.9576, -0.1175, 0.3045)
P (-0.3696, -0.1722, -0.0198)
Br (-1.0076, 1.7550, -0.8681)
Br (-2.1367, -0.6888, 1.2405)
Br (-0.5435, -1.4614, -1.7529)
H (2.0998, 0.6849, 1.0959)

Its HOMO-LUMO gap (alpha / beta) is 7.86 / 7.69 eV. As for the multiplicity: 1. Its total charge is 0. Its HOMO energy (alpha / beta) is -9.556 / -9.064 eV. The value obtained for the LUMO energy (alpha / beta) is -0.0625 / -0.0504 hartree.

Most stable pick: run ii. Distance to second place: 0.0105 hartree.

Run i
Entry from OMol25: C4H5NO2 in the gas phase (ωB97M-V/def2-TZVPD).

Geometry (Å):
O (-2.2552, 0.2410, 1.0044)
C (-1.6769, -0.2807, 0.0875)
C (-0.3876, 0.2431, -0.5302)
C (0.5803, 0.9539, 0.4325)
N (1.6052, -0.0561, 0.7214)
C (1.3913, -1.0032, -0.0883)
O (0.3493, -0.9172, -0.9597)
H (-2.0590, -1.2017, -0.3971)
H (-0.6500, 0.8360, -1.4134)
H (1.0550, 1.8211, -0.0395)
H (0.0876, 1.2868, 1.3500)
H (1.9600, -1.9229, -0.1677)

Its HOMO-LUMO gap is 10.58 eV. As for the multiplicity: 1. Its total charge is 0. Its HOMO energy is -9.894 eV. The value obtained for the LUMO energy is 0.0252 hartree. Its SMILES is O=C[C@H]1CN=CO1.

Run ii
Entry from OMol25: C4H5NO2 in the gas phase (ωB97M-V/def2-TZVPD).

Geometry (Å):
O (-0.5791, -2.2631, -1.8412)
C (0.1155, -1.5314, -1.1818)
C (-0.4288, -0.4937, -0.2592)
C (0.2059, -0.3281, 1.0934)
N (0.4663, 0.6055, 0.0419)
C (0.0552, 1.9347, 0.1265)
O (0.1144, 2.5930, 1.1342)
H (1.2211, -1.5837, -1.2076)
H (-1.4967, -0.3051, -0.3474)
H (1.0389, -0.9665, 1.3799)
H (-0.4368, 0.0023, 1.9075)
H (-0.2760, 2.3361, -0.8463)

Its HOMO-LUMO gap is 10.81 eV. As for the multiplicity: 1. Its total charge is 0. Its HOMO energy is -10.244 eV. The value obtained for the LUMO energy is 0.0209 hartree. Its SMILES is O=C[C@H]1CN1C=O.

Run iii
Entry from OMol25: C4H5NO2 in the gas phase (ωB97M-V/def2-TZVPD).

Geometry (Å):
N (0.9322, 1.1690, -2.1180)
C (0.3540, 0.9514, -0.9575)
C (-0.4940, 0.4896, -0.1899)
C (-0.6777, -0.6047, 0.7158)
O (-1.7500, -0.6345, 1.6116)
C (0.6123, -0.9289, 1.5116)
O (1.6056, -1.4049, 1.0288)
H (1.5667, 1.9347, -2.2327)
H (0.6072, 0.6951, -2.9487)
H (-0.9722, -1.0927, -0.3014)
H (-2.3835, 0.0206, 1.2989)
H (0.5994, -0.5946, 2.5815)

Its HOMO-LUMO gap is 9.62 eV. As for the multiplicity: 1. Its total charge is 0. Its HOMO energy is -8.962 eV. The value obtained for the LUMO energy is 0.0242 hartree. Its SMILES is NC#C[C@H](O)C=O.

Run iv
Entry from OMol25: a molecular structure, C4H5NO2 (ωB97M-V/def2-TZVPD).

Geometry (Å):
N (0.6297, 1.3135, 0.9518)
C (0.1537, 0.3472, 0.0476)
C (-1.1819, 0.2382, -0.6097)
C (-0.7137, -1.0047, 0.0510)
O (0.2156, -1.7521, -0.6814)
C (1.1032, -0.7082, -0.4764)
O (2.2922, -0.8081, -0.4390)
H (0.4119, 2.2746, 0.7218)
H (1.5986, 1.1952, 1.2321)
H (-2.1221, -0.1319, -0.1381)
H (-1.2746, 0.3454, -1.6799)
H (-1.0791, -1.3678, 1.0020)

Its HOMO-LUMO gap is 9.93 eV. As for the multiplicity: 1. Its total charge is 0. Its HOMO energy is -8.982 eV. The value obtained for the LUMO energy is 0.0349 hartree.

Most stable pick: run i. Distance to second place: 0.0221 hartree.